Computed, not measured: a 15-piece molecular cluster, C3H38NO15 overall at a distorted geometry, with wB97M-V/def2-TZVPD.

Output
max |F|: 5.8 eV/Å
LUMO energy: -2.50 eV
frontier orbital gap: 10.08 eV
HOMO: -12.6 eV
calculated total energy: -1320.132739 a.u.

```
! wB97M-V def2-TZVPD RIJCOSX def2/J DEFGRID3
* xyz 1 1
O -0.075 -1.998 1.345
C 0.365 -0.716 1.617
C 0.297 -0.011 0.291
N 1.010 -0.813 -0.676
C 1.039 -0.342 -2.034
H 0.537 -2.679 1.756
H -0.296 -0.312 2.555
H 1.414 -0.777 2.025
H 0.482 1.149 0.354
H -0.845 0.002 0.016
H 0.592 -1.756 -0.648
H 2.074 -0.653 -0.258
H 0.157 -0.724 -2.554
H 2.060 -0.668 -2.680
H 0.975 0.715 -1.963
H 1.469 3.427 -1.955
H 0.250 2.982 -1.342
O 0.926 3.531 -1.157
H -1.020 -3.636 -1.800
H 0.420 -3.887 -1.372
O -0.116 -3.239 -1.851
H -4.634 -0.162 -0.557
H -4.907 1.251 -0.912
O -4.291 0.630 -0.829
H 4.753 -1.502 1.123
H 3.751 -2.089 2.070
O 3.875 -1.848 1.169
H 1.785 3.696 0.269
H 2.956 4.158 1.381
O 2.224 3.498 1.139
H 2.808 -4.390 -0.260
H 3.222 -2.883 -0.004
O 2.776 -3.448 -0.555
H -2.188 -2.836 -2.398
H -3.609 -2.368 -2.749
O -2.972 -2.346 -2.119
H -2.626 0.620 0.945
H -2.669 1.779 -0.015
O -2.386 1.597 0.827
H -3.360 -2.327 0.006
H -4.501 -1.919 0.962
O -3.945 -1.650 0.266
H 0.746 3.004 2.261
H -0.513 2.761 3.256
O 0.409 2.626 3.142
H -2.492 -0.319 -1.907
H -3.386 0.650 -2.755
O -2.518 0.365 -2.648
H 1.220 1.366 4.194
H 2.539 0.964 3.382
O 1.891 0.610 4.024
H 3.961 0.778 0.568
H 2.796 1.711 1.030
O 3.009 0.745 0.704
H -1.632 1.678 -2.618
H -1.608 3.188 -2.393
O -1.051 2.440 -2.398
*
```

Computed, not measured: a 14-piece molecular cluster, C17H62N8O14 overall at a distorted geometry, with wB97M-V/def2-TZVPD.

Output
max |F|: 8.7 eV/Å
LUMO energy: -0.07 eV
frontier orbital gap: 8.60 eV
HOMO: -8.7 eV
calculated total energy: -2176.108560 a.u.

```
! wB97M-V def2-TZVPD RIJCOSX def2/J DEFGRID3
* xyz 0 1
C -1.940 -1.645 -2.829
C -1.104 -0.767 -3.778
O -1.947 -0.074 -4.702
H -2.662 -1.026 -2.343
H -1.230 -2.077 -2.097
H -2.403 -2.517 -3.375
H -0.321 -1.353 -4.247
H -0.648 0.023 -3.129
H -1.505 0.750 -4.881
C 4.799 0.112 -1.431
C 3.518 0.938 -1.630
O 2.576 0.710 -0.586
H 4.520 -0.901 -1.252
H 5.521 0.406 -0.665
H 5.405 0.136 -2.361
H 3.038 0.660 -2.549
H 3.662 2.043 -1.663
H 2.119 1.517 -0.374
C 2.212 3.050 1.877
C 2.392 3.698 0.543
O 1.235 3.280 -0.152
H 2.546 1.967 1.844
H 1.170 3.093 2.335
H 2.833 3.629 2.595
H 3.271 3.356 0.041
H 2.365 4.767 0.576
H 0.934 4.037 -0.686
C 1.115 3.635 -3.332
O 0.364 4.755 -2.775
N 2.200 3.754 -3.991
N 0.773 2.403 -3.304
H 2.573 4.647 -4.435
H 2.681 2.908 -4.225
H -0.076 2.313 -2.695
H 1.236 1.514 -3.607
C 3.058 -2.790 1.239
O 3.757 -3.553 0.329
N 2.768 -3.261 2.376
N 2.781 -1.528 1.075
H 3.123 -4.240 2.552
H 2.058 -2.812 3.013
H 2.703 -1.038 0.211
H 2.435 -0.964 1.865
C -2.569 -0.629 3.430
O -3.520 -1.633 3.511
N -1.742 -0.595 2.400
N -2.500 0.391 4.232
H -1.944 -1.302 1.687
H -1.151 0.211 2.030
H -3.418 0.505 4.855
H -1.872 1.212 4.120
C 0.271 -2.644 4.298
O -0.042 -1.857 5.313
N 0.110 -2.350 3.023
N 0.754 -3.846 4.454
H -0.564 -1.515 2.930
H 0.200 -2.955 2.217
H 0.755 -4.109 5.462
H 0.819 -4.563 3.715
C -2.078 3.323 -1.528
O -1.744 2.174 -2.260
H -2.059 4.252 -2.128
H -1.321 3.599 -0.762
H -3.095 3.301 -1.167
H -2.418 2.012 -2.926
C 0.582 -4.148 -0.499
O 0.049 -4.301 0.804
H 0.137 -4.935 -1.097
H 1.624 -4.221 -0.463
H 0.212 -3.216 -0.942
H 0.475 -4.981 1.266
C -0.386 0.051 -0.189
O -0.240 1.088 0.695
H 0.191 -0.850 0.173
H 0.023 0.405 -1.113
H -1.440 -0.212 -0.338
H 0.061 1.958 0.296
C -3.780 -2.555 0.385
O -2.383 -2.695 0.491
H -4.277 -1.731 0.933
H -4.195 -3.514 0.723
H -4.182 -2.390 -0.601
H -2.079 -3.388 -0.048
C -4.223 1.210 0.488
O -5.128 0.316 -0.117
H -4.088 1.035 1.549
H -4.588 2.205 0.252
H -3.242 1.066 0.043
H -4.945 0.172 -1.072
C -2.164 3.142 2.611
O -2.755 3.398 3.891
H -1.322 3.778 2.428
H -3.009 3.395 1.907
H -1.820 2.120 2.560
H -2.004 3.384 4.514
C 2.500 -2.320 -2.802
O 1.442 -1.543 -2.334
H 2.071 -3.056 -3.525
H 3.079 -2.745 -2.070
H 3.179 -1.599 -3.322
H 1.807 -0.860 -1.739
*
```